Computed, not measured: a cluster of 8 separate species, C3H18NO10 in total at a distorted geometry, with ωB97M-V/def2-TZVPD.

```
32
Properties=species:S:1:pos:R:3
O 0.225 -0.882 3.278
C -0.112 -0.804 2.108
C 0.992 -0.834 1.049
N 0.533 -0.249 -0.221
C -0.698 -0.412 -0.915
O -0.913 0.465 -1.780
O -1.401 -1.416 -0.619
H -1.199 -0.786 1.971
H 1.804 -0.312 1.519
H 1.077 -1.855 0.749
H 1.111 0.514 -0.506
H 2.286 -2.396 2.883
H 3.388 -1.913 1.867
O 2.801 -2.634 2.105
H 0.774 2.837 -1.573
H 0.560 1.486 -2.240
O 1.288 2.057 -1.864
H 1.161 -3.007 -0.538
H 2.434 -3.535 0.085
O 2.106 -3.093 -0.707
H -1.230 4.410 -0.160
H -1.191 3.178 -1.037
O -0.666 3.949 -0.788
H -2.660 1.394 -2.077
H -3.816 1.253 -1.121
O -3.546 1.751 -1.912
H -2.827 -0.681 -0.288
H -4.184 -0.876 0.493
O -3.688 -0.239 -0.036
H 2.054 1.307 1.044
H 2.728 1.782 -0.260
O 2.908 1.432 0.625
```

Charge ... -1
Energy above the lowest of the compared OMol25 structures with the same formula, charge and spin ... 186.7 kJ/mol
Gap between HOMO and LUMO ... 8.624 eV
Lowest unoccupied orbital energy ... 2.94 eV
E_tot ... -932.36418 hartree

***

Computed, not measured: a cluster of 5 separate species, C3H18NO4 in total at a distorted geometry, with ωB97M-V/def2-TZVPD.

```
26
Properties=species:S:1:pos:R:3
C -0.393 -1.593 0.273
C 0.950 -1.390 0.878
C 1.896 -2.464 0.609
N 1.497 -0.006 0.130
H -0.870 -2.559 0.575
H -1.125 -0.777 0.661
H -0.416 -1.491 -0.855
H 0.831 -1.061 1.921
H 1.633 -2.959 -0.370
H 1.723 -3.280 1.407
H 2.931 -2.253 0.948
H 1.453 0.822 0.745
H 2.490 -0.243 -0.307
H 0.971 0.228 -0.609
H -3.344 -1.493 -1.040
H -3.603 -0.061 -0.608
O -3.043 -0.796 -0.525
H -1.080 0.604 -1.008
H -1.399 2.041 -0.381
O -0.632 1.433 -0.628
H -0.155 2.923 -2.032
H 0.532 1.658 -2.625
O 0.505 2.570 -2.525
H -0.427 2.237 2.579
H -0.815 1.105 1.776
O 0.103 1.453 2.147
```

2S+1 ... 2
Charge ... +2
Energy above the lowest of the compared OMol25 structures with the same formula, charge and spin ... 269.0 kJ/mol
Gap between HOMO and LUMO (spin up / spin down) ... 11.205 / 4.026 eV
⟨S²⟩ ... 0.757
Lowest unoccupied orbital energy (spin up / spin down) ... -7.79 / -14.94 eV
E_tot ... -479.95634 hartree

***

Computed, not measured: a cluster of 6 separate species, C3H18NO7 in total at a distorted geometry, with ωB97M-V/def2-TZVPD.

```
29
Properties=species:S:1:pos:R:3
C 0.827 -0.846 0.694
O 0.725 0.430 0.987
C 0.289 -1.169 -0.655
C 1.073 -2.348 -1.213
O 2.428 -2.320 -1.215
N -1.147 -1.590 -0.548
H 0.599 -1.466 1.647
H 1.994 -0.918 0.570
H 0.456 -0.222 -1.306
H 0.859 -3.407 -0.803
H 0.567 -2.438 -2.193
H 2.763 -1.407 -1.433
H -1.514 -1.866 0.313
H -1.585 -0.690 -0.725
H -1.305 2.607 2.219
H -0.477 1.381 2.005
O -1.376 1.748 2.280
H -1.955 1.153 -2.450
H -0.982 1.951 -1.467
O -1.927 1.737 -1.804
H 2.846 -0.202 2.523
H 1.820 0.975 2.658
O 2.732 0.726 2.723
H -3.511 1.190 -0.486
H -2.919 0.946 0.916
O -3.642 0.648 0.299
H 0.807 1.460 -0.367
H 0.883 1.800 -2.023
O 0.671 2.138 -1.148
```

Charge ... -1
Energy above the lowest of the compared OMol25 structures with the same formula, charge and spin ... 167.3 kJ/mol
Gap between HOMO and LUMO ... 7.177 eV
Lowest unoccupied orbital energy ... 3.17 eV
E_tot ... -706.50595 hartree

***

Computed, not measured: a cluster of 7 separate species, C3H20O7 in total, with ωB97M-V/def2-TZVPD.

```
30
Properties=species:S:1:pos:R:3
C -0.201 -0.117 3.438
C -0.050 -0.511 1.988
C -1.302 -1.142 1.403
O 0.254 0.675 1.184
H 0.701 0.366 3.814
H -0.438 -0.987 4.050
H -1.039 0.579 3.550
H 0.788 -1.209 1.874
H -1.087 -1.606 0.446
H -2.092 -0.395 1.336
H -1.634 -1.914 2.101
H 1.105 1.011 1.485
O -1.240 2.203 -3.334
H -1.797 1.605 -3.840
H -0.655 1.624 -2.822
O 2.027 -1.984 -1.378
H 2.633 -2.285 -0.695
H 1.324 -2.641 -1.400
O 0.397 0.533 -1.646
H 1.149 -0.041 -1.855
H 0.295 0.485 -0.680
O 3.602 0.960 -1.511
H 3.317 1.621 -2.151
H 3.275 1.290 -0.670
O -1.497 -1.582 -2.489
H -1.134 -2.381 -2.100
H -0.895 -0.864 -2.237
O -2.232 2.229 0.968
H -2.193 2.707 0.134
H -1.383 1.772 1.037
```

Structure (SMILES) ... CC(C)O.O.O.O.O.O.O
Energy above the lowest of the compared OMol25 structures with the same formula, charge and spin ... 14.6 kJ/mol
Gap between HOMO and LUMO ... 10.549 eV
Lowest unoccupied orbital energy ... -0.14 eV
E_tot ... -652.97853 hartree

***

Computed, not measured: a cluster of 9 separate species, C3H21O10S in total at a distorted geometry, with ωB97M-V/def2-TZVPD.

```
35
Properties=species:S:1:pos:R:3
O 1.866 -0.123 -0.324
C 1.124 0.783 0.048
O 0.561 0.637 1.108
C 1.121 2.023 -0.886
C -0.347 2.246 -1.188
S -0.550 3.126 -2.720
H 1.586 1.691 -1.950
H 1.813 2.900 -0.475
H -0.857 2.869 -0.469
H -0.930 1.344 -1.253
H 0.630 2.638 -3.311
H -3.461 -0.618 0.635
H -2.589 0.498 0.841
O -3.027 -0.009 0.153
H 2.207 -2.822 0.275
H 1.457 -1.634 -0.116
O 1.334 -2.701 -0.116
H -0.311 -1.079 -0.942
H -1.887 -1.162 -0.974
O -1.091 -1.635 -1.319
H 3.930 0.283 1.800
H 2.445 0.124 2.221
O 3.360 0.569 2.471
H -0.039 -4.084 0.404
H -1.069 -4.051 -0.625
O -0.805 -4.580 0.113
H -0.702 0.055 2.565
H -1.285 -1.314 1.671
O -1.439 -0.441 2.186
H -2.304 1.766 2.226
H -1.382 2.878 2.568
O -2.343 2.696 2.632
H 0.254 -1.110 -2.516
H 1.683 -1.034 -2.013
O 1.049 -0.730 -2.717
```

Charge ... -1
Gap between HOMO and LUMO ... 9.089 eV
Lowest unoccupied orbital energy ... 2.87 eV
E_tot ... -1277.53093 hartree

***

Computed, not measured: a cluster of 8 separate species, C3H22N2O8 in total at a distorted geometry, with ωB97M-V/def2-TZVPD.

```
35
Properties=species:S:1:pos:R:3
C 1.959 0.162 -1.500
N 0.967 0.815 -0.636
C -0.241 0.015 -0.578
C -1.174 0.631 0.504
N -2.229 1.398 0.050
O -1.044 0.314 1.661
H 2.110 0.738 -2.476
H 1.464 -0.669 -1.996
H 2.905 -0.017 -0.979
H 1.364 1.107 0.270
H -0.118 -1.021 -0.238
H -0.683 -0.019 -1.556
H -2.441 1.538 -0.933
H -2.942 1.571 0.741
H 1.508 -0.207 2.843
H 0.202 -0.968 2.735
O 1.136 -1.094 2.956
H -2.654 -2.394 -2.122
H -1.184 -2.162 -2.172
O -1.999 -1.885 -2.616
H -1.913 -0.101 -3.146
H -2.727 1.129 -3.712
O -2.091 0.842 -3.050
H 2.420 2.484 2.589
H 1.015 2.168 2.303
O 1.875 1.711 2.393
H 3.007 -2.493 0.709
H 1.807 -1.887 1.556
O 2.124 -2.116 0.656
H -0.791 3.228 1.047
H 0.126 2.868 -0.026
O 0.164 3.123 0.904
H 0.384 -4.131 -0.671
H 0.778 -2.720 -0.256
O 0.019 -3.244 -0.591
```

2S+1 ... 2
Charge ... +1
Energy above the lowest of the compared OMol25 structures with the same formula, charge and spin ... 0.0 kJ/mol
Gap between HOMO and LUMO (spin up / spin down) ... 11.569 / 6.409 eV
⟨S²⟩ ... 0.754
Lowest unoccupied orbital energy (spin up / spin down) ... -2.69 / -7.84 eV
E_tot ... -838.65737 hartree

***

Question: E_tot of number 1 (C3H18NO10)?
Answer: -932.36418 hartree

***

Please write out number 6 again, unchanged.
Computed, not measured: a cluster of 8 separate species, C3H22N2O8 in total at a distorted geometry, with ωB97M-V/def2-TZVPD.

```
35
Properties=species:S:1:pos:R:3
C 1.959 0.162 -1.500
N 0.967 0.815 -0.636
C -0.241 0.015 -0.578
C -1.174 0.631 0.504
N -2.229 1.398 0.050
O -1.044 0.314 1.661
H 2.110 0.738 -2.476
H 1.464 -0.669 -1.996
H 2.905 -0.017 -0.979
H 1.364 1.107 0.270
H -0.118 -1.021 -0.238
H -0.683 -0.019 -1.556
H -2.441 1.538 -0.933
H -2.942 1.571 0.741
H 1.508 -0.207 2.843
H 0.202 -0.968 2.735
O 1.136 -1.094 2.956
H -2.654 -2.394 -2.122
H -1.184 -2.162 -2.172
O -1.999 -1.885 -2.616
H -1.913 -0.101 -3.146
H -2.727 1.129 -3.712
O -2.091 0.842 -3.050
H 2.420 2.484 2.589
H 1.015 2.168 2.303
O 1.875 1.711 2.393
H 3.007 -2.493 0.709
H 1.807 -1.887 1.556
O 2.124 -2.116 0.656
H -0.791 3.228 1.047
H 0.126 2.868 -0.026
O 0.164 3.123 0.904
H 0.384 -4.131 -0.671
H 0.778 -2.720 -0.256
O 0.019 -3.244 -0.591
```

2S+1 ... 2
Charge ... +1
Energy above the lowest of the compared OMol25 structures with the same formula, charge and spin ... 0.0 kJ/mol
Gap between HOMO and LUMO (spin up / spin down) ... 11.569 / 6.409 eV
⟨S²⟩ ... 0.754
Lowest unoccupied orbital energy (spin up / spin down) ... -2.69 / -7.84 eV
E_tot ... -838.65737 hartree

***

Copy entry 1 word for word.
Computed, not measured: a cluster of 8 separate species, C3H18NO10 in total at a distorted geometry, with ωB97M-V/def2-TZVPD.

```
32
Properties=species:S:1:pos:R:3
O 0.225 -0.882 3.278
C -0.112 -0.804 2.108
C 0.992 -0.834 1.049
N 0.533 -0.249 -0.221
C -0.698 -0.412 -0.915
O -0.913 0.465 -1.780
O -1.401 -1.416 -0.619
H -1.199 -0.786 1.971
H 1.804 -0.312 1.519
H 1.077 -1.855 0.749
H 1.111 0.514 -0.506
H 2.286 -2.396 2.883
H 3.388 -1.913 1.867
O 2.801 -2.634 2.105
H 0.774 2.837 -1.573
H 0.560 1.486 -2.240
O 1.288 2.057 -1.864
H 1.161 -3.007 -0.538
H 2.434 -3.535 0.085
O 2.106 -3.093 -0.707
H -1.230 4.410 -0.160
H -1.191 3.178 -1.037
O -0.666 3.949 -0.788
H -2.660 1.394 -2.077
H -3.816 1.253 -1.121
O -3.546 1.751 -1.912
H -2.827 -0.681 -0.288
H -4.184 -0.876 0.493
O -3.688 -0.239 -0.036
H 2.054 1.307 1.044
H 2.728 1.782 -0.260
O 2.908 1.432 0.625
```

Charge ... -1
Energy above the lowest of the compared OMol25 structures with the same formula, charge and spin ... 186.7 kJ/mol
Gap between HOMO and LUMO ... 8.624 eV
Lowest unoccupied orbital energy ... 2.94 eV
E_tot ... -932.36418 hartree